This record from the Open Molecules 2025 dataset describes a cluster of 2 separate species, C3H9N2O in total. The level of theory is ωB97M-V/def2-TZVPD.

The geometry in XYZ format:
```
15
Properties=species:S:1:pos:R:3:forces:R:3
C -1.59831 0.40749 1.06009 -0.53 1.24 0.79
C 0.85868 -0.73167 -1.80016 -0.14 2.58 0.03
C 0.87313 -0.34152 -0.36525 2.19 -1.54 -1.54
N -2.46736 -0.43851 1.56256 -1.71 1.44 -0.70
N 1.96941 -0.04763 0.24241 -1.57 1.92 2.45
O -2.22282 1.62769 0.87626 0.78 -1.55 -0.84
H 0.48470 -1.66661 -1.99357 -1.07 -2.64 0.15
H 1.79290 -0.68339 -2.38130 -0.22 0.51 0.59
H 0.04752 -0.10339 -2.24182 0.74 -0.07 -0.01
H 0.02561 -0.28419 0.33302 -0.73 0.22 -0.69
H -2.27693 -1.28237 2.02680 0.84 -1.11 0.15
H -3.47275 -0.23155 1.49256 0.47 0.22 0.40
H -1.66641 2.13929 0.25950 -0.33 -0.09 0.61
H 2.93023 0.03887 -0.08935 -0.43 -0.10 -0.20
H 1.67423 0.41905 1.16247 1.71 -1.03 -1.19
```
Positions in Å, forces in eV/Å.

Its frontier orbital gap is 8.76 eV. The calculation puts the highest occupied orbital energy at -13.0054 eV. As for the net charge: +1. The spin multiplicity is 1.

This record from the Open Molecules 2025 dataset describes the ion C3H4N3S with charge +1. The level of theory is ωB97M-V/def2-TZVPD.

The geometry in XYZ format:
```
11
Properties=species:S:1:pos:R:3:forces:R:3
C -0.96133 1.12932 -1.39283 0.46 1.47 5.52
C 0.55921 0.37380 0.42124 -1.66 1.08 -0.85
C -1.04342 -0.03327 -2.11401 0.32 0.82 -2.20
N -0.16501 0.94529 -0.29856 -2.56 2.31 -2.21
N -1.53732 -1.10810 -1.83224 -0.73 0.04 1.20
N 1.37518 0.17007 1.32385 2.18 -3.48 4.06
S -0.04770 1.17458 -3.09419 1.17 -1.23 -3.39
H -1.77618 1.83575 -1.48996 -0.14 0.09 0.92
H -1.68561 -1.70970 -2.56519 0.04 -2.50 -2.17
H 1.89715 0.78490 1.95592 0.03 0.29 -0.94
H 1.14388 -0.75297 1.76822 0.89 1.11 0.05
```
Positions in Å, forces in eV/Å.

Its frontier orbital gap (spin up / spin down) is 5.63 / 6.72 eV. The calculation puts the highest occupied orbital energy (spin up / spin down) at -10.1568 / -14.6755 eV. As for the net charge: +1. The spin multiplicity is 3.

This record from the Open Molecules 2025 dataset describes a structure of composition C3H3CsLiO3. The level of theory is ωB97M-V/def2-TZVPD.

The geometry in XYZ format:
```
11
Properties=species:S:1:pos:R:3:forces:R:3
O 0.90458 0.11418 1.27567 0.63 -1.54 0.90
C 1.08449 -1.13492 1.40216 -0.98 1.25 -2.65
C 1.94690 -1.86693 0.49513 1.09 0.57 2.44
H 0.36343 -1.73036 1.99143 0.22 0.23 0.24
H 1.92186 -2.95808 0.55468 -0.09 0.35 -0.43
H 2.92638 -1.38683 0.36019 -0.66 -0.40 -0.57
Cs 1.43589 2.41532 -1.06429 0.04 -1.06 0.11
O 1.67247 -1.08240 -1.67904 0.77 2.01 -0.69
C 2.15132 -0.53953 -2.75537 -1.30 -1.77 0.61
O 1.94685 -1.20564 -3.83076 1.36 1.58 -1.36
Li 3.16683 0.32305 -4.81694 -1.09 -1.22 1.41
```
Positions in Å, forces in eV/Å.

Its frontier orbital gap (spin up / spin down) is 4.65 / 4.61 eV. The calculation puts the highest occupied orbital energy (spin up / spin down) at -5.3077 / -5.2542 eV. The spin multiplicity is 2.

This record from the Open Molecules 2025 dataset describes a structure of composition C33H28BrGdN6O3S. The level of theory is ωB97M-V/def2-TZVPD.

The geometry in XYZ format:
```
73
Properties=species:S:1:pos:R:3:forces:R:3
Gd 0.03579 0.03415 -0.29938 -0.49 0.08 0.13
N -0.68570 2.25803 1.26052 -0.12 0.43 0.07
C 0.53167 2.99234 1.62514 -0.16 0.07 0.08
C 1.73557 2.05202 1.65325 0.07 -0.82 -0.77
O 2.63485 2.23223 2.45594 0.24 0.25 0.39
O 1.69406 1.10485 0.76828 0.48 0.80 0.75
H -1.39529 2.88037 0.87871 0.08 -0.08 0.07
H -1.08699 1.83093 2.09133 -0.02 -0.05 -0.19
H 0.46456 3.50182 2.58965 0.02 0.05 -0.03
H 0.73043 3.74907 0.86004 0.02 -0.02 0.06
Br -1.43533 -2.72185 -1.37640 -0.06 0.02 0.02
C -0.02567 -3.28340 -2.51188 0.08 -0.01 0.01
C -0.28726 -4.27220 -3.41223 0.10 -0.06 -0.09
C 0.76032 -4.76176 -4.22532 -0.10 0.02 0.04
C 2.02178 -4.27120 -4.07534 0.09 0.03 -0.01
C 2.30315 -3.25223 -3.12885 0.04 -0.11 -0.11
C 3.62782 -2.78542 -2.93885 -0.02 -0.05 -0.06
C 3.88629 -1.82549 -2.00519 -0.06 0.11 0.09
C 2.82574 -1.24702 -1.26646 0.27 -0.10 -0.24
C 1.51075 -1.62180 -1.42617 -0.17 -0.39 -0.15
C 1.26030 -2.69078 -2.33948 0.32 -0.08 -0.12
H -1.28318 -4.68402 -3.49273 -0.02 -0.01 0.00
H 0.55290 -5.53704 -4.95157 -0.01 -0.02 -0.01
H 2.83763 -4.65812 -4.67555 0.02 -0.02 -0.02
H 4.42303 -3.21307 -3.53885 0.02 -0.03 -0.02
H 4.90180 -1.48224 -1.84374 0.06 -0.01 -0.01
H 3.07862 -0.45741 -0.56207 0.00 0.05 -0.01
O -1.86886 -0.45383 0.97183 -0.72 -0.02 0.22
N -3.04915 0.15178 0.91339 0.32 -0.20 0.15
C -3.84670 0.02426 1.99784 0.00 0.03 -0.04
C -5.06576 0.63233 2.06515 -0.09 0.08 -0.04
C -5.47901 1.40620 0.97169 -0.08 -0.02 0.13
C -4.67087 1.50850 -0.12448 0.13 -0.06 0.00
C -3.41395 0.86050 -0.19646 -0.13 0.10 -0.12
S -2.38815 0.95455 -1.54727 -0.41 0.23 -0.06
H -3.42092 -0.58910 2.77762 0.02 0.01 -0.03
H -5.67005 0.51473 2.95179 -0.03 0.01 0.00
H -6.42667 1.92618 0.99422 -0.03 0.02 0.01
H -4.94982 2.11187 -0.97477 -0.05 -0.03 -0.04
C 2.57508 -2.50458 3.43804 0.04 -0.02 0.03
C 2.30629 -3.26446 2.31089 -0.03 0.03 -0.03
C 1.35089 -2.80983 1.41542 -0.02 0.06 0.09
N 0.65467 -1.68865 1.60831 0.25 -0.28 0.34
C 0.88965 -0.99637 2.72167 -0.13 -0.07 0.01
C 1.84901 -1.34599 3.65557 -0.04 -0.05 -0.02
H 3.34451 -2.80879 4.13608 0.01 -0.01 0.01
H 2.84105 -4.18074 2.10470 0.03 -0.02 0.00
H 1.14195 -3.34829 0.50039 -0.01 0.01 0.00
H 0.27036 -0.11893 2.87267 0.07 0.05 -0.06
H 2.02739 -0.70879 4.50935 0.01 -0.01 0.02
C 2.24378 1.90501 -4.07080 0.13 0.16 -0.15
C 1.45757 1.02530 -3.35048 -0.28 0.31 0.19
N 0.72234 1.44807 -2.30419 0.38 0.07 -0.49
C 0.74427 2.73238 -1.98065 0.07 0.09 -0.20
C 1.50725 3.71724 -2.64534 -0.33 -0.86 -0.06
C 2.28419 3.24125 -3.71397 0.07 0.11 0.06
C 1.58479 5.06487 -2.16614 -0.78 0.74 1.09
C 0.76949 5.75599 -1.27032 1.88 -0.24 -1.22
C -0.55137 5.54466 -0.83117 -2.04 -0.55 0.60
C -1.09615 6.32915 0.23194 0.83 -0.18 -0.59
C -2.37274 6.09466 0.63768 -0.82 -0.44 -0.03
N -3.18119 5.16074 0.07066 0.69 0.50 0.15
C -2.60089 4.50601 -0.93541 -0.50 -0.18 -0.06
N -1.37609 4.61798 -1.41542 0.76 0.80 0.33
H 2.83049 1.53276 -4.90043 0.03 0.04 0.00
H 1.40488 -0.02606 -3.59680 0.01 -0.03 0.06
H 0.11652 3.02656 -1.15383 0.08 -0.17 0.04
H 2.92277 3.93339 -4.25149 0.01 -0.01 -0.05
H 2.48835 5.58770 -2.46755 0.00 0.05 0.06
H 1.21155 6.66076 -0.86044 0.00 0.03 -0.14
H -0.49193 7.08804 0.71494 0.00 -0.02 -0.01
H -2.80262 6.66651 1.45520 -0.01 -0.04 -0.02
H -3.21933 3.76343 -1.43017 0.05 -0.04 -0.02
```
Positions in Å, forces in eV/Å.

Its frontier orbital gap (spin up / spin down) is 2.88 / 3.82 eV. The calculation puts the highest occupied orbital energy (spin up / spin down) at -1.8021 / -1.8370 eV. As for the net charge: -1. The spin multiplicity is 7.

This record from the Open Molecules 2025 dataset describes a cluster of 2 separate species, C2H10N6 in total. The level of theory is ωB97M-V/def2-TZVPD.

The geometry in XYZ format:
```
18
Properties=species:S:1:pos:R:3:forces:R:3
C -2.21398 1.11245 -0.77855 -2.17 0.87 2.05
C 0.23297 -0.64142 0.64978 4.15 2.67 -0.10
N 0.11501 0.04333 -1.60826 -1.50 -2.14 2.47
N -2.85638 1.22378 0.20441 1.23 -0.43 -1.64
N 2.52189 -0.70102 1.56211 2.24 -1.07 -0.39
N 1.72895 -0.46203 0.33256 0.08 0.93 2.94
N -1.91254 1.35162 -1.99282 0.88 -0.69 -0.87
N -0.47251 -0.21599 -0.50490 1.46 1.32 -3.63
H 0.16255 0.19618 1.42673 -0.90 -1.49 -0.76
H 0.13880 -1.62654 0.97240 -1.38 -1.61 0.63
H 1.03936 -0.35232 -1.79343 0.45 0.26 0.56
H -3.04117 1.15960 1.17664 -0.28 0.06 0.49
H 2.28416 -0.09912 2.36199 -0.70 -0.28 -0.19
H 3.54154 -0.46330 1.46410 -0.82 0.60 -0.89
H 2.72068 -1.70223 1.85884 -1.43 0.78 -0.08
H 2.16948 -0.95522 -0.40188 0.39 -1.14 -0.61
H -2.52472 1.97648 -2.45321 -0.68 0.78 -0.77
H -1.11185 0.87783 -2.48817 -1.03 0.57 0.78
```
Positions in Å, forces in eV/Å.

Its frontier orbital gap is 9.65 eV. The calculation puts the highest occupied orbital energy at -18.3691 eV. As for the net charge: +2. The spin multiplicity is 1.

This record from the Open Molecules 2025 dataset describes the molecule C21H27N3O6S2. The level of theory is ωB97M-V/def2-TZVPD.

The geometry in XYZ format:
```
59
Properties=species:S:1:pos:R:3:forces:R:3
C 1.56447 -2.12603 5.60383 0.02 0.41 0.20
N 0.96794 -3.32308 5.06830 -1.06 0.01 -0.26
C 1.84968 -4.18680 4.32499 0.13 -0.34 -0.26
S -0.54281 -3.11598 4.39486 0.18 0.00 0.12
O -1.02670 -4.40604 4.01178 0.23 -0.05 -0.28
O -1.31471 -2.31911 5.29915 0.19 0.28 -0.07
C -0.23867 -2.14864 2.90743 -0.10 -0.39 0.57
C -0.24093 -0.76824 2.99859 -0.03 0.18 0.00
C 0.04989 -0.01865 1.86976 0.00 0.01 0.12
C 0.34042 -0.67186 0.68674 0.21 0.15 -0.36
S 0.71897 0.31457 -0.75611 -0.10 -0.07 0.30
O 1.23662 -0.53891 -1.78321 -0.30 -0.21 0.11
O 1.55476 1.40815 -0.31863 -0.25 0.05 0.26
N -0.75164 0.95601 -1.19624 0.89 -0.33 0.34
C -0.89793 2.39691 -1.16461 0.09 0.46 0.02
C -0.44732 3.02973 -2.49345 -0.25 -0.08 0.45
O -1.24876 3.49555 -3.27741 -0.15 0.10 -0.12
N 0.88909 2.95092 -2.65964 0.42 -0.10 0.14
C 1.66304 3.31140 -3.76956 0.09 0.13 -0.35
C 1.13835 3.95721 -4.88397 -0.21 0.03 0.03
C 1.97190 4.28524 -5.93865 0.14 -0.03 0.01
C 3.32105 3.97887 -5.89583 0.05 0.04 -0.12
C 3.84255 3.33463 -4.78518 0.01 0.00 0.02
C 3.02093 3.00170 -3.72619 -0.10 0.01 0.01
C -1.49595 0.21436 -2.19182 -0.49 -0.93 -0.11
C -2.70496 -0.53123 -1.60181 0.02 0.24 -0.48
C -3.80187 0.38595 -1.02750 0.10 -0.16 0.08
C -3.59886 0.26048 0.48078 0.07 -0.25 -0.06
C -3.11885 -1.18384 0.57844 -0.25 0.04 0.27
O -2.26464 -1.36698 -0.53608 0.09 0.10 -0.33
C 0.34534 -2.05032 0.59413 0.10 -0.01 -0.03
C 0.05215 -2.79981 1.72231 0.01 -0.06 -0.08
H 0.77555 -1.56516 6.09804 0.18 0.15 0.12
H 2.32330 -2.40007 6.33690 -0.01 0.00 -0.02
H 2.02754 -1.50704 4.82433 0.04 0.00 0.02
H 2.32745 -3.66878 3.48330 0.04 -0.01 0.02
H 1.25305 -5.01621 3.95455 0.22 -0.13 -0.06
H 2.62273 -4.56990 4.99130 -0.02 0.02 -0.01
H -0.49290 -0.30700 3.94039 -0.01 0.14 0.06
H 0.06777 1.05911 1.89780 -0.03 0.14 0.11
H -1.94358 2.65840 -0.98863 0.14 -0.03 -0.07
H -0.28355 2.77094 -0.34520 -0.17 0.15 -0.04
H 1.41226 2.51202 -1.90566 -0.16 0.19 -0.09
H 0.08875 4.19603 -4.91864 -0.03 0.00 0.01
H 1.55964 4.78674 -6.80162 -0.04 0.04 -0.06
H 3.96428 4.23930 -6.72288 0.05 0.02 -0.07
H 4.89364 3.09000 -4.74450 0.08 -0.03 0.02
H 3.41855 2.49425 -2.85878 0.07 -0.06 0.09
H -1.83457 0.88161 -2.98850 0.10 0.00 0.01
H -0.81250 -0.52302 -2.61878 -0.22 0.08 -0.18
H -3.11203 -1.16323 -2.40498 0.04 0.10 0.09
H -4.78531 0.00360 -1.30309 -0.01 0.05 -0.02
H -3.71517 1.40372 -1.39679 -0.07 0.08 -0.06
H -2.81231 0.93399 0.82157 0.02 0.04 0.07
H -4.50546 0.44064 1.05278 -0.02 0.05 0.06
H -3.97064 -1.87615 0.51153 0.07 0.04 0.07
H -2.55149 -1.40798 1.48182 -0.03 0.00 -0.03
H 0.57382 -2.50779 -0.35416 -0.01 -0.14 -0.08
H 0.01958 -3.87723 1.69606 0.02 -0.12 -0.10
```
Positions in Å, forces in eV/Å.

Its frontier orbital gap is 8.42 eV. The calculation puts the highest occupied orbital energy at -8.5024 eV. As for the SMILES: CN(C)S(=O)(=O)c1ccc(S(=O)(=O)N(CC(=O)Nc2ccccc2)C[C@@H]2CCCO2)cc1. The spin multiplicity is 1.

Summary of relative energy (zero: lowest compared OMol25 entry of this formula, charge and spin) in kJ/mol
301.6 138.9 85.0 59.8 396.4 40.1
(order as listed above)